No. 1
ORCA calculation (the ωB97M-V functional and the def2-TZVPD basis) on 8 unconnected molecules or ions with the total composition C24H31FO24 in a non-equilibrium geometry.

Lowest unoccupied orbital energy, eV: 0.4
Relative energy (zero: lowest compared OMol25 entry of this formula, charge and spin), kJ/mol: 91.2
Charge: 0
Spin multiplicity: 1
SMILES: O=C1OC[C@@H](F)O1.O=C1OCCO1.O=C1OCCO1.O=C1OCCO1.O=C1OCCO1.O=C1OCCO1.O=C1OCCO1.O=C1OCCO1
Electronic energy, Eh: -2838.79819
Strongest force on any atom, eV/Å: 4.29

Last column: Mulliken charge in e.
Atoms and positions in Å:
O 10.88 13.44 12.35  -0.5528
C 11.20 14.57 12.08  0.7163
O 10.61 15.65 12.57  -0.3792
C 11.23 16.83 12.14  -0.4944
C 12.40 16.32 11.22  1.0922
F 13.60 16.73 11.67  -0.3276
O 12.27 14.91 11.27  -0.3010
H 10.47 17.42 11.56  0.1371
H 11.45 17.37 13.06  0.3681
H 12.16 16.59 10.18  -0.2634
O 13.70 10.65 8.08  -0.2657
C 14.58 11.12 7.43  0.4174
O 15.07 12.41 7.64  -0.2672
C 16.07 12.77 6.67  -0.2141
C 16.41 11.46 6.00  -0.3663
O 15.20 10.59 6.35  -0.3818
H 15.79 13.50 5.93  0.1323
H 16.86 13.17 7.27  0.3331
H 17.27 11.05 6.51  0.2491
H 16.45 11.44 4.91  0.3108
O 14.06 12.28 13.30  -0.4888
C 13.66 11.37 12.72  0.4813
O 13.16 10.16 13.21  -0.4423
C 12.39 9.53 12.22  -0.1820
C 13.07 10.04 10.94  0.2314
O 13.60 11.32 11.35  -0.1752
H 12.36 8.47 12.45  0.2956
H 11.34 9.81 12.40  0.0884
H 12.38 10.20 10.12  -0.2330
H 13.83 9.42 10.64  0.4746
O 11.03 20.20 7.84  -0.6326
C 12.09 19.60 7.71  0.7575
O 13.06 19.47 8.61  -0.3503
C 14.08 18.60 8.01  -0.0628
C 13.82 18.72 6.56  -0.1740
O 12.39 18.97 6.53  -0.3379
H 15.00 19.16 8.26  0.3007
H 14.09 17.61 8.47  0.0993
H 14.07 17.79 5.95  0.1341
H 14.20 19.61 6.02  0.2762
O 13.94 15.33 5.77  -0.6162
C 13.11 14.69 6.37  0.4202
O 12.19 13.79 5.84  -0.4336
C 11.36 13.20 6.80  -0.0551
C 11.93 13.77 8.14  0.9872
O 12.84 14.79 7.76  -0.1459
H 10.36 13.53 6.69  0.4030
H 11.47 12.12 6.70  0.1019
H 12.46 13.03 8.81  -0.3286
H 11.10 14.20 8.78  -0.3084
O 9.95 11.03 8.56  -0.4667
C 9.18 11.41 9.38  0.5779
O 8.08 12.15 9.13  -0.4103
C 7.31 12.26 10.45  -0.3688
C 8.32 11.74 11.48  -0.1875
O 9.33 11.05 10.71  -0.1031
H 7.02 13.29 10.62  0.3159
H 6.41 11.64 10.34  0.2651
H 7.90 11.05 12.14  0.3749
H 8.84 12.55 11.96  0.0721
O 9.77 15.90 9.37  -0.4248
C 9.29 16.76 8.68  0.4418
O 9.75 16.98 7.36  -0.2309
C 8.98 18.03 6.71  -0.2671
C 8.27 18.65 7.95  -0.3292
O 8.32 17.62 8.99  -0.3922
H 9.61 18.80 6.26  0.1886
H 8.26 17.65 5.98  0.3359
H 7.18 18.80 7.82  0.2955
H 8.81 19.54 8.31  0.2396
O 12.91 7.11 6.51  -0.5642
C 11.95 7.33 7.20  0.7123
O 11.98 7.63 8.53  -0.3171
C 10.70 7.80 9.12  0.8842
C 9.80 7.32 8.00  -0.4591
O 10.66 7.15 6.91  -0.3718
H 10.58 7.23 10.05  0.2460
H 10.53 8.84 9.24  -0.7069
H 9.05 8.05 7.87  0.3101
H 9.37 6.37 8.13  0.3118

---

No. 2
ORCA calculation (the ωB97M-V functional and the def2-TZVPD basis) on a molecular structure, C24H31GeIrN7O2S2Se.

Lowest unoccupied orbital energy (spin up / spin down), eV: -6.3 / -8.0
Relative energy (zero: lowest compared OMol25 entry of this formula, charge and spin), kJ/mol: 2.4
Charge: +2
Spin multiplicity: 2
Electronic energy, Eh: -6845.58272
<S²>: 0.7658
Strongest force on any atom, eV/Å: 0.13

Last column: Mulliken charge in e.
Atoms and positions in Å:
Ir -0.58 0.29 0.68  2.7015
S -0.71 0.53 2.97  -0.4510
C 0.91 0.62 3.49  0.8955
C 1.19 0.89 4.85  -0.9701
C 2.48 0.94 5.28  -0.6113
C 3.55 0.72 4.38  -0.5857
C 3.31 0.45 3.07  -0.9303
C 1.98 0.40 2.59  0.7230
S 1.69 0.02 0.95  -0.4025
H 0.36 1.06 5.54  0.4888
H 2.69 1.15 6.32  0.4221
H 4.57 0.76 4.75  0.4195
H 4.13 0.28 2.38  0.5099
N -0.64 0.06 -3.57  0.2022
C 0.13 0.01 -2.48  -0.8892
N -0.65 0.15 -1.42  -0.1362
C -1.90 0.29 -1.95  0.5191
N -1.93 0.24 -3.25  -0.7311
C -3.02 0.47 -1.03  0.2871
C -4.35 0.58 -1.41  -0.5662
N -5.32 0.74 -0.52  -0.5086
C -4.97 0.77 0.76  -0.4698
C -3.64 0.66 1.17  -0.2353
N -2.67 0.51 0.27  -0.1856
H -0.36 -0.01 -4.54  0.2317
H 1.21 -0.11 -2.49  0.6163
H -4.62 0.54 -2.46  0.5145
H -5.75 0.89 1.49  0.4174
H -3.37 0.69 2.21  0.4694
O 3.04 3.06 -4.41  -0.5220
C 2.96 4.26 -3.68  -0.4682
N 1.93 4.01 -2.69  -0.1541
C 1.87 4.69 -1.52  0.0660
O 2.61 5.59 -1.20  -0.5795
C 0.80 4.21 -0.57  0.0021
C 0.10 5.11 0.21  -0.2686
C -0.85 4.63 1.10  -1.1004
C -1.04 3.27 1.20  -0.0585
N -0.33 2.38 0.48  -0.4813
C 0.57 2.86 -0.40  -0.2180
H 3.57 3.20 -5.20  0.3198
H 2.68 5.10 -4.33  0.3344
H 3.88 4.50 -3.16  0.3411
H 1.14 3.47 -3.01  0.2506
H 0.31 6.17 0.12  0.5492
H -1.43 5.30 1.72  0.4620
H -1.76 2.86 1.90  0.4804
H 1.15 2.13 -0.94  0.8703
C 1.31 -5.62 -1.78  -1.1602
Ge -0.23 -4.83 -0.90  0.6539
C -0.81 -5.85 0.66  -1.2518
C -1.71 -4.47 -2.11  -1.1900
C 0.36 -3.00 -0.31  -0.9201
Se -0.98 -2.16 0.82  0.2725
C -0.26 -2.75 2.52  -1.0073
H 1.05 -6.61 -2.17  0.3807
H 2.14 -5.74 -1.09  0.3851
H 1.64 -5.01 -2.62  0.3644
H -1.16 -6.83 0.33  0.4004
H -1.64 -5.37 1.18  0.4095
H 0.01 -6.01 1.36  0.3620
H -2.17 -5.40 -2.45  0.4074
H -1.37 -3.93 -3.00  0.3297
H -2.49 -3.88 -1.62  0.3679
H 0.46 -2.38 -1.19  0.0313
H 1.30 -2.98 0.24  0.5967
H -0.20 -3.83 2.47  0.3574
H -0.94 -2.44 3.31  0.3928
H 0.73 -2.31 2.66  0.2477

---

No. 3
ORCA calculation (the ωB97M-V functional and the def2-TZVPD basis) on a molecular structure, C24H31N2O3PS6Ta in a non-equilibrium geometry.

Lowest unoccupied orbital energy (spin up / spin down), eV: -7.2 / -7.4
Relative energy (zero: lowest compared OMol25 entry of this formula, charge and spin), kJ/mol: 0.0
Charge: +2
Spin multiplicity: 2
Electronic energy, Eh: -4055.52340
<S²>: 0.7659
Strongest force on any atom, eV/Å: 2.11

Last column: Mulliken charge in e.
Atoms and positions in Å:
Ta 0.59 0.68 -1.07  0.4816
C 5.32 5.02 -2.39  -1.1321
C 3.84 4.89 -2.52  -0.2258
O 3.48 3.45 -2.21  -0.1344
P 2.32 2.70 -2.87  0.9899
S 2.67 0.75 -2.54  -0.3489
S 0.47 2.88 -2.04  -0.4364
O 2.38 3.15 -4.38  -0.3290
C 1.86 2.44 -5.55  -0.2390
C 3.04 1.86 -6.29  -1.0544
H 5.54 6.09 -2.59  0.3695
H 5.84 4.44 -3.16  0.3192
H 5.56 4.75 -1.38  0.3223
H 3.41 5.07 -3.50  0.3442
H 3.29 5.46 -1.79  0.3163
H 1.34 3.13 -6.14  0.3580
H 1.17 1.69 -5.22  0.2068
H 3.61 2.58 -6.84  0.3355
H 2.80 1.13 -7.07  0.3737
H 3.75 1.40 -5.60  0.2687
S -1.88 0.62 -1.52  -0.1768
C -2.08 -0.98 -0.96  0.7077
N -3.28 -1.42 -0.64  -0.0552
C -3.47 -2.86 -0.35  -1.0811
C -2.30 -3.35 0.46  -0.5671
N -1.03 -3.04 -0.18  0.1659
C 0.12 -3.94 0.14  -1.7833
C 0.65 -3.73 1.55  0.5586
C 1.59 -2.72 1.80  -0.0463
C 2.05 -2.45 3.09  -1.0339
C 1.54 -3.23 4.13  -0.4741
C 0.69 -4.26 3.89  -0.8136
C 0.24 -4.53 2.57  -0.2207
C -0.93 -1.98 -0.96  0.3373
S 0.53 -1.66 -1.77  -0.4427
C -4.46 -0.54 -0.39  -1.7053
C -4.18 0.18 0.92  0.8971
C -4.05 1.57 0.89  -0.4528
C -3.74 2.29 2.03  -0.7276
C -3.48 1.60 3.22  -0.5322
C -3.54 0.22 3.23  -0.9569
C -3.90 -0.49 2.11  0.0615
H -3.61 -3.41 -1.28  0.4092
H -4.38 -3.01 0.23  0.4785
H -2.32 -4.45 0.58  0.5057
H -2.23 -2.89 1.41  0.4296
H 0.95 -3.77 -0.59  0.6646
H -0.20 -4.99 0.04  0.4885
H 2.02 -2.20 0.96  0.6602
H 2.79 -1.73 3.26  0.6565
H 1.83 -3.08 5.14  0.5018
H 0.34 -4.85 4.71  0.4435
H -0.49 -5.31 2.47  0.3884
H -5.35 -1.15 -0.38  0.5463
H -4.47 0.15 -1.25  0.6641
H -4.31 2.06 -0.01  0.5014
H -3.62 3.39 2.00  0.3849
H -3.27 2.06 4.15  0.5528
H -3.47 -0.32 4.19  0.4364
H -3.93 -1.56 2.27  0.4781
C 0.53 0.83 4.12  -0.8338
O 1.55 0.68 3.08  -0.1932
C 1.22 0.69 1.84  0.4239
S 2.43 0.52 0.65  -0.1623
S -0.38 0.90 1.26  0.1045
H 1.02 0.58 5.08  0.2836
H -0.22 0.13 3.88  0.4101
H 0.19 1.87 4.08  0.3330

---

No. 4
ORCA calculation (the ωB97M-V functional and the def2-TZVPD basis) on a single C24H31N3O3 molecule.

Lowest unoccupied orbital energy, eV: 0.8
Relative energy (zero: lowest compared OMol25 entry of this formula, charge and spin), kJ/mol: 176.1
Charge: 0
Spin multiplicity: 1
SMILES: COC[C@H]1CCN(C(=O)c2ccc(OC3CCN(Cc4ccccn4)CC3)cc2)C1
Electronic energy, Eh: -1323.12468
Strongest force on any atom, eV/Å: 0.75

Last column: Mulliken charge in e.
Atoms and positions in Å:
C 10.14 0.24 -0.51  -0.7538
O 8.94 0.32 0.21  -0.3066
C 8.01 -0.67 -0.16  -1.0653
C 6.75 -0.50 0.68  0.7767
C 6.00 0.81 0.39  -1.1009
C 4.59 0.49 0.86  -0.5384
N 4.41 -0.90 0.49  0.2178
C 3.33 -1.46 -0.10  0.1510
O 3.40 -2.55 -0.63  -0.6695
C 2.06 -0.69 -0.04  0.0510
C 1.29 -0.58 -1.19  -1.1410
C 0.08 0.08 -1.18  -0.1183
C -0.40 0.64 0.00  0.8861
O -1.56 1.33 0.14  -0.3458
C -2.45 1.47 -0.95  -0.0277
C -3.25 0.19 -1.21  -0.7269
C -4.17 -0.11 -0.02  -0.7736
N -5.08 1.00 0.19  0.2558
C -6.10 0.66 1.16  -0.7900
C -7.06 -0.36 0.62  0.3735
C -7.49 -0.29 -0.71  -0.3253
C -8.38 -1.25 -1.16  -0.4724
C -8.80 -2.24 -0.29  -0.4292
C -8.31 -2.22 1.00  -0.1852
N -7.46 -1.31 1.45  -0.5331
C -4.34 2.19 0.55  -0.8548
C -3.42 2.60 -0.60  -1.0967
C 0.36 0.52 1.16  -0.6156
C 1.57 -0.13 1.15  -0.2168
C 5.70 -1.58 0.41  -1.0990
H 10.78 1.04 -0.14  0.2420
H 10.64 -0.73 -0.35  0.3032
H 9.97 0.37 -1.59  0.3133
H 7.77 -0.58 -1.23  0.4130
H 8.43 -1.68 0.01  0.4461
H 7.04 -0.51 1.73  0.3155
H 6.44 1.66 0.89  0.3546
H 6.00 1.00 -0.69  0.3415
H 3.83 1.12 0.40  0.4596
H 4.52 0.60 1.95  0.2088
H 1.65 -1.04 -2.10  0.4259
H -0.49 0.15 -2.10  0.3540
H -1.89 1.75 -1.85  0.3257
H -3.85 0.32 -2.11  0.4366
H -2.58 -0.66 -1.36  0.4330
H -4.75 -1.01 -0.23  0.4623
H -3.55 -0.30 0.88  0.2160
H -6.67 1.57 1.38  0.4233
H -5.69 0.29 2.11  0.2521
H -7.13 0.50 -1.34  0.4085
H -8.74 -1.23 -2.18  0.3990
H -9.49 -3.01 -0.61  0.3729
H -8.61 -2.97 1.73  0.3954
H -5.04 3.00 0.76  0.4340
H -3.72 2.03 1.46  0.3794
H -4.03 2.82 -1.48  0.3930
H -2.86 3.49 -0.32  0.4410
H -0.03 0.94 2.08  0.4358
H 2.14 -0.24 2.06  0.4192
H 5.74 -2.39 1.13  0.2981
H 5.80 -2.01 -0.59  0.3711